Entry 1:
Computed, not measured: a cluster of 2 separate species, C6H14N2O2 in total in a non-equilibrium geometry, with ωB97M-V/def2-TZVPD.

XYZ file:
```
24
C6H14N2O2 ωB97M-V/def2-TZVPD
C 2.43 1.16 1.72
N 1.05 1.54 2.05
C -0.03 0.73 1.74
C -1.42 1.40 1.67
O 0.12 -0.44 1.67
H 3.15 1.95 1.94
H 2.72 0.31 2.41
H 2.54 0.67 0.70
H 0.75 2.64 1.89
H -1.28 2.35 2.15
H -1.70 1.74 0.65
H -2.36 0.78 2.09
C -2.27 -1.27 -1.84
N -1.07 -1.47 -1.18
C -0.07 -1.21 -2.05
C 1.44 -1.24 -1.56
O -0.19 -0.96 -3.24
H -2.73 -0.22 -1.73
H -2.29 -1.09 -3.04
H -2.99 -2.16 -1.72
H -0.92 -1.51 -0.08
H 2.02 -1.71 -2.25
H 1.73 -0.24 -1.42
H 1.39 -1.72 -0.59
```

Total charge: 0
Frontier orbital gap, Eh: 0.3523
SMILES: CNC(C)=O.CNC(C)=O

The net atomic charges from Mulliken, expressed in e, are:
1. C -0.62
2. N -0.27
3. C 0.70
4. C -1.12
5. O -0.59
6. H 0.36
7. H 0.23
8. H 0.11
9. H 0.26
10. H 0.39
11. H 0.27
12. H 0.26
13. C -0.91
14. N -0.15
15. C 0.72
16. C -1.05
17. O -0.64
18. H 0.27
19. H 0.26
20. H 0.34
21. H 0.27
22. H 0.46
23. H 0.14
24. H 0.30

---

Entry 2:
Computed, not measured: a structure of composition C2H5Cl2Hg2O in a non-equilibrium geometry, with ωB97M-V/def2-TZVPD.

XYZ file:
```
12
C2H5Cl2Hg2O ωB97M-V/def2-TZVPD
Hg -30.43 7.54 9.81
Hg -30.51 5.73 6.42
C -27.60 6.62 7.74
O -28.99 6.66 8.11
H -27.42 5.70 7.18
H -27.33 7.42 7.05
H -26.93 6.65 8.60
C -24.34 6.24 6.26
Cl -25.03 5.17 5.01
Cl -22.62 6.66 5.98
H -24.90 7.17 6.29
H -24.37 5.71 7.21
```

Total charge: +3
Frontier orbital gap, Eh: 0.0744

The net atomic charges from Mulliken, expressed in e, are:
1. Hg 1.27
2. Hg 1.14
3. C -0.48
4. O -0.62
5. H 0.19
6. H 0.37
7. H 0.32
8. C -0.13
9. Cl 0.12
10. Cl 0.19
11. H 0.27
12. H 0.36

---

Entry 3:
Computed, not measured: the ion C9H22NSi with charge +1 in a non-equilibrium geometry, with ωB97M-V/def2-TZVPD.

XYZ file:
```
33
C9H22NSi ωB97M-V/def2-TZVPD
C 1.23 -2.09 1.35
C 1.15 -1.44 0.20
C 1.95 -1.98 -0.93
Si 0.62 0.39 -0.20
C 0.53 0.50 -2.07
C 1.71 1.79 0.60
C 2.64 2.85 -0.15
C -1.23 0.62 0.59
N -2.30 -0.21 0.05
C -3.60 0.37 0.39
C -2.15 -1.53 0.73
H 0.52 -1.88 2.15
H 1.65 -3.09 1.42
H 1.52 -1.92 -1.96
H 2.17 -3.00 -0.63
H 2.94 -1.41 -0.89
H -0.35 1.03 -2.54
H 1.46 1.10 -2.21
H 0.75 -0.38 -2.67
H 0.87 2.31 1.10
H 2.19 1.20 1.35
H 3.44 2.35 -0.79
H 1.93 3.34 -0.80
H 3.28 3.49 0.47
H -1.62 1.65 0.62
H -1.09 0.30 1.73
H -2.14 -0.34 -0.91
H -3.77 0.52 1.40
H -3.59 1.30 -0.18
H -4.43 -0.16 -0.09
H -2.31 -1.51 1.88
H -2.87 -2.34 0.36
H -1.09 -1.88 0.63
```

Total charge: +1
Frontier orbital gap, Eh: 0.3718
SMILES: C=C(C)[Si@](C)(CC)C[NH+](C)C

The net atomic charges from Mulliken, expressed in e, are:
1. C -0.70
2. C 0.68
3. C -1.55
4. Si 0.33
5. C -1.20
6. C -0.62
7. C -1.10
8. C -0.83
9. N 0.13
10. C -0.99
11. C -0.65
12. H 0.29
13. H 0.30
14. H 0.23
15. H 0.43
16. H 0.28
17. H 0.36
18. H 0.34
19. H 0.37
20. H 0.33
21. H 0.44
22. H 0.27
23. H 0.30
24. H 0.36
25. H 0.54
26. H 0.32
27. H 0.30
28. H 0.39
29. H 0.43
30. H 0.38
31. H 0.34
32. H 0.40
33. H 0.08

---

Entry 4:
Computed, not measured: a cluster of 2 separate species, C2H8NO2 in total in a non-equilibrium geometry, with ωB97M-V/def2-TZVPD.

XYZ file:
```
13
C2H8NO2 ωB97M-V/def2-TZVPD
C -2.16 0.55 -0.21
N -1.35 -0.30 0.77
H -3.18 0.44 0.13
H -2.12 0.06 -1.18
H -1.64 1.49 -0.32
H -0.35 -0.29 0.53
H -1.39 0.14 1.70
H -1.62 -1.27 0.95
O 1.47 0.11 0.42
C 2.58 -0.05 -0.11
O 2.74 -0.18 -1.36
H 3.54 -0.07 0.46
H 3.49 -0.64 -1.79
```

Total charge: +2
Frontier orbital gap (alpha / beta), Eh: 0.4374 / 0.2472
Expectation value of S²: 0.76
Multiplicity: 2

The net atomic charges from Mulliken, expressed in e, are:
1. C -0.70
2. N -0.25
3. H 0.36
4. H 0.36
5. H 0.30
6. H 0.21
7. H 0.42
8. H 0.42
9. O -0.14
10. C 0.44
11. O -0.26
12. H 0.38
13. H 0.46

---

Copy entry 1 word for word.
Computed, not measured: a cluster of 2 separate species, C6H14N2O2 in total in a non-equilibrium geometry, with ωB97M-V/def2-TZVPD.

XYZ file:
```
24
C6H14N2O2 ωB97M-V/def2-TZVPD
C 2.43 1.16 1.72
N 1.05 1.54 2.05
C -0.03 0.73 1.74
C -1.42 1.40 1.67
O 0.12 -0.44 1.67
H 3.15 1.95 1.94
H 2.72 0.31 2.41
H 2.54 0.67 0.70
H 0.75 2.64 1.89
H -1.28 2.35 2.15
H -1.70 1.74 0.65
H -2.36 0.78 2.09
C -2.27 -1.27 -1.84
N -1.07 -1.47 -1.18
C -0.07 -1.21 -2.05
C 1.44 -1.24 -1.56
O -0.19 -0.96 -3.24
H -2.73 -0.22 -1.73
H -2.29 -1.09 -3.04
H -2.99 -2.16 -1.72
H -0.92 -1.51 -0.08
H 2.02 -1.71 -2.25
H 1.73 -0.24 -1.42
H 1.39 -1.72 -0.59
```

Total charge: 0
Frontier orbital gap, Eh: 0.3523
SMILES: CNC(C)=O.CNC(C)=O

The net atomic charges from Mulliken, expressed in e, are:
1. C -0.62
2. N -0.27
3. C 0.70
4. C -1.12
5. O -0.59
6. H 0.36
7. H 0.23
8. H 0.11
9. H 0.26
10. H 0.39
11. H 0.27
12. H 0.26
13. C -0.91
14. N -0.15
15. C 0.72
16. C -1.05
17. O -0.64
18. H 0.27
19. H 0.26
20. H 0.34
21. H 0.27
22. H 0.46
23. H 0.14
24. H 0.30

---

Question: Which of these has the highest total charge?
Answer: C2H5Cl2Hg2O

---

Question: What is the total charge in the first record?
Answer: 0

---

Question: total charge of number 4 (C2H8NO2)?
Answer: +2